{"formula": "C38H76Br6O14", "method": "ωB97M-V/def2-TZVPD", "homo_lumo_gap_ev": [1.719, 8.286], "lumo_ev": [1.552, 1.552], "spin_multiplicity": 2, "energy_ev": -489558.2826, "total_charge": -1, "elements": ["C", "C", "O", "C", "H", "H", "H", "H", "H", "H", "C", "C", "O", "C", "H", "H", "H", "H", "H", "H", "C", "C", "O", "C", "H", "H", "H", "H", "H", "H", "C", "C", "O", "C", "H", "H", "H", "H", "H", "H", "O", "C", "O", "C", "C", "C", "H", "H", "H", "H", "H", "H", "H", "H", "O", "C", "O", "C", "C", "C", "H", "H", "H", "H", "H", "H", "H", "H", "O", "C", "O", "C", "C", "C", "H", "H", "H", "H", "H", "H", "H", "H", "O", "C", "O", "C", "C", "C", "H", "H", "H", "H", "H", "H", "H", "H", "O", "C", "O", "C", "C", "C", "H", "H", "H", "H", "H", "H", "H", "H", "Br", "C", "C", "Br", "H", "H", "H", "H", "Br", "C", "C", "Br", "H", "H", "H", "H", "Br", "C", "C", "Br", "H", "H", "H", "H"], "xyz": [[6.91132, 12.78969, -5.61470], [8.10651, 13.63007, -5.12895], [8.28867, 13.81680, -3.91931], [8.95011, 14.14954, -6.30369], [6.88586, 12.70737, -6.70129], [6.04554, 13.35174, -5.26455], [6.94876, 11.80223, -5.15468], [9.10862, 13.25155, -6.90085], [9.94625, 14.48730, -6.01782], [8.49183, 14.92581, -6.91646], [5.00100, 9.84397, -9.38605], [5.81619, 8.81145, -10.12937], [6.21889, 8.95167, -11.25045], [6.17744, 7.57972, -9.38373], [4.00944, 9.40860, -9.26208], [5.00204, 10.74862, -9.99409], [5.40669, 10.11846, -8.41231], [7.19769, 7.29046, -9.63579], [5.54012, 6.73737, -9.65277], [6.10896, 7.71922, -8.30487], [11.87664, 8.97901, -0.50986], [12.14849, 10.30459, 0.05610], [13.27488, 10.74797, 0.05577], [11.01516, 11.11484, 0.61652], [11.21164, 8.37860, 0.11093], [12.79023, 8.39943, -0.64227], [11.38405, 9.08587, -1.47631], [10.85337, 10.85582, 1.66286], [10.08012, 10.83151, 0.13327], [11.11993, 12.19243, 0.49037], [6.81417, 8.94411, 0.60850], [7.74049, 8.89698, 1.81079], [8.91707, 8.62822, 1.71264], [7.13337, 8.81866, 3.14074], [5.82521, 8.51906, 0.77992], [7.24957, 8.52305, -0.29772], [6.65377, 10.01475, 0.48158], [6.52806, 7.91441, 3.20433], [6.58970, 9.74866, 3.30697], [7.85349, 8.71171, 3.95196], [14.18653, 10.34569, -3.79383], [13.02035, 10.56966, -4.06588], [12.10385, 9.65221, -4.58416], [12.55135, 8.46022, -5.18829], [12.61663, 7.28446, -4.16460], [12.51426, 11.91761, -4.00006], [13.53488, 8.61267, -5.63273], [11.86001, 8.14145, -5.96838], [13.08876, 7.56560, -3.22323], [13.26300, 6.48591, -4.52876], [11.66767, 6.83976, -3.86491], [11.97158, 11.98594, -3.05723], [11.86793, 11.91973, -4.87775], [13.37246, 12.58128, -4.10567], [8.67846, 8.65168, -2.51791], [8.60990, 9.65044, -3.15282], [8.48879, 9.87410, -4.51679], [8.39210, 8.76225, -5.41374], [8.47246, 9.37323, -6.79761], [8.69805, 10.93005, -2.34996], [7.41517, 8.31154, -5.23887], [9.13792, 7.98430, -5.25051], [7.61890, 10.02057, -6.99884], [8.64217, 8.52502, -7.46081], [9.38053, 9.96617, -6.90679], [9.65350, 11.38980, -2.60264], [8.45718, 10.84342, -1.29045], [8.05016, 11.67286, -2.81535], [5.05631, 8.47296, -6.04971], [4.67540, 7.37686, -5.61450], [4.77588, 6.97691, -4.33154], [5.16943, 7.78072, -3.29448], [4.00308, 7.99823, -2.24681], [4.10491, 6.32543, -6.53595], [5.58275, 8.74962, -3.57467], [5.87596, 7.14562, -2.76010], [4.35465, 8.43836, -1.31365], [3.63417, 7.00486, -1.99142], [3.16921, 8.57700, -2.64404], [4.30854, 6.62885, -7.56287], [3.03347, 6.13088, -6.48837], [4.50117, 5.32965, -6.33716], [11.92855, 8.75399, -8.63740], [11.94711, 8.83065, -9.85327], [11.03594, 9.27994, -10.69089], [9.74095, 9.59120, -10.22142], [9.69337, 11.02102, -9.63875], [13.13877, 8.31559, -10.63496], [9.26876, 8.91228, -9.51135], [9.02537, 9.55199, -11.04271], [10.51020, 11.22962, -8.94783], [8.75288, 11.32875, -9.18172], [10.04703, 11.72366, -10.39328], [13.52408, 8.94584, -11.43648], [12.80905, 7.41876, -11.15944], [13.95284, 7.97218, -9.99664], [7.47864, 11.97427, 2.97152], [8.24773, 12.81574, 2.56135], [8.10912, 13.55549, 1.51025], [6.99016, 13.45814, 0.65075], [7.42728, 14.16311, -0.66165], [9.42926, 13.15728, 3.52120], [6.14660, 13.97931, 1.10339], [6.76931, 12.40597, 0.47111], [7.62998, 15.20998, -0.43566], [6.60349, 14.03414, -1.36368], [8.32384, 13.74419, -1.11858], [10.39925, 12.80679, 3.16852], [9.24636, 12.66398, 4.47582], [9.45640, 14.24464, 3.59209], [8.20684, 5.84264, -7.35008], [9.88847, 5.30569, -8.30524], [10.98503, 5.53032, -7.22676], [12.80668, 5.28139, -7.91451], [9.99834, 5.91911, -9.19953], [9.69267, 4.26533, -8.56490], [10.72039, 4.87366, -6.39798], [10.98834, 6.55129, -6.84503], [7.77857, 5.20154, -0.52854], [9.57294, 5.89627, -0.68123], [10.52156, 4.84445, 0.00384], [12.34705, 5.34387, -0.55503], [9.67485, 6.87815, -0.21903], [9.73330, 6.03106, -1.75091], [10.33211, 3.86747, -0.44081], [10.34174, 4.79409, 1.07773], [2.98953, 11.27605, -4.84976], [3.04340, 12.65369, -3.43391], [3.43935, 11.97301, -2.11692], [5.40229, 11.47988, -2.18139], [2.05396, 13.10553, -3.36354], [3.77080, 13.35517, -3.84245], [2.85188, 11.08244, -1.89359], [3.22730, 12.59180, -1.24501]], "lowdin_spin": [0.01, 0.00, 0.01, 0.00, 0.00, 0.01, 0.00, 0.00, 0.00, 0.00, 0.00, 0.00, 0.00, 0.00, 0.00, 0.00, 0.00, 0.00, 0.00, 0.00, 0.00, 0.00, 0.00, 0.00, 0.00, 0.00, 0.00, 0.00, 0.00, 0.00, 0.00, 0.00, 0.00, 0.00, 0.00, 0.00, 0.00, 0.00, 0.00, 0.00, 0.00, 0.00, 0.00, 0.00, 0.00, 0.00, 0.00, 0.00, 0.00, 0.00, 0.00, 0.00, 0.00, 0.00, 0.00, 0.00, 0.00, 0.00, 0.00, 0.01, 0.00, 0.00, 0.00, 0.00, 0.00, 0.00, 0.00, 0.01, 0.00, 0.00, 0.00, 0.00, 0.01, 0.00, 0.00, 0.00, 0.00, 0.00, 0.01, 0.00, 0.00, 0.00, 0.00, 0.00, 0.00, 0.00, 0.00, 0.00, 0.00, 0.00, 0.00, 0.00, 0.00, 0.00, 0.00, 0.00, 0.00, 0.00, 0.00, 0.01, 0.01, 0.00, 0.01, 0.00, 0.00, 0.01, 0.00, 0.00, 0.00, 0.00, 0.00, 0.00, 0.00, 0.00, 0.00, 0.00, 0.00, 0.00, 0.00, 0.00, 0.00, 0.00, 0.00, 0.00, 0.00, 0.00, 0.14, 0.08, 0.19, 0.33, 0.03, 0.02, 0.05, 0.06]}